Record 1
{
  "formula": "C21H19N",
  "method": "ωB97M-V with the def2-TZVPD basis set",
  "de_lowest_ev": 5.895,
  "smiles": "CN(C)CC#CC=C1c2ccccc2C=Cc2ccccc21",
  "energy_ha": -866.17625,
  "homo_energy_ev": -7.93,
  "homo_lumo_gap_ha": 0.29745,
  "elements": ["C", "N", "C", "C", "C", "C", "C", "C", "C", "C", "C", "C", "C", "C", "C", "C", "C", "C", "C", "C", "C", "C", "H", "H", "H", "H", "H", "H", "H", "H", "H", "H", "H", "H", "H", "H", "H", "H", "H", "H", "H"],
  "xyz": [[0.3771, -3.1376, -3.4520], [-0.5476, -2.1635, -4.1667], [-1.9325, -2.6555, -4.5724], [-0.5128, -0.7558, -3.6083], [-1.0769, -0.2354, -2.3882], [-1.2183, 0.2288, -1.2783], [-1.5079, 0.8236, 0.0166], [-0.5892, 0.7815, 1.0465], [-0.7781, 1.8206, 2.0122], [-1.9233, 1.9169, 2.7615], [-2.1453, 2.8610, 3.8089], [-1.0527, 3.6185, 4.2753], [0.0483, 3.6087, 3.3802], [0.1865, 2.7166, 2.3640], [1.5410, 2.7969, 1.7053], [2.3145, 1.7823, 1.1570], [1.9826, 0.4155, 1.0714], [2.9465, -0.5557, 1.2036], [2.7147, -1.9667, 1.0777], [1.3010, -2.3714, 1.0115], [0.3014, -1.4006, 1.0745], [0.6082, -0.0007, 1.0002], [0.3835, -4.0102, -4.0225], [-0.1201, -3.3644, -2.5091], [1.3807, -2.7141, -3.3264], [-1.8703, -3.4776, -5.3570], [-2.5397, -1.8353, -4.8007], [-2.3816, -3.2099, -3.7562], [-0.9855, -0.1669, -4.4775], [0.5182, -0.4096, -3.5610], [-2.4038, 1.3518, 0.2561], [-2.6983, 1.2487, 2.4180], [-3.0215, 2.6870, 4.4194], [-1.2416, 4.3070, 5.0599], [1.0017, 4.1646, 3.6270], [1.8702, 3.8102, 1.6730], [3.2167, 1.9578, 0.5764], [4.0349, -0.3263, 1.4467], [3.4731, -2.8054, 1.1387], [1.0356, -3.4159, 0.7908], [-0.6894, -1.9194, 0.9043]],
  "forces_ev_per_a": [[-2.389, 2.414, 0.168], [0.134, 0.539, 0.504], [3.014, -2.275, 1.047], [-0.613, 0.000, -3.593], [-0.106, -0.550, 1.787], [-1.185, 0.007, 0.518], [2.207, -1.300, 0.436], [-1.640, 1.862, -3.473], [-0.669, 0.015, 2.253], [-1.559, 0.780, 0.412], [1.452, -1.942, -0.011], [-0.902, -0.477, -3.174], [0.784, 1.402, 3.105], [3.327, 0.020, -1.145], [0.392, -2.339, -1.185], [-1.065, 3.450, 0.247], [-3.171, -1.854, 0.867], [2.803, -3.091, -0.016], [-2.778, 0.037, 0.499], [2.776, 0.926, -0.304], [0.465, -1.092, -1.558], [1.075, -3.012, 0.897], [0.319, -1.481, -1.008], [0.524, -0.220, 0.538], [-0.404, -0.052, -0.033], [0.154, 1.514, 0.397], [-0.801, 1.091, -0.742], [-0.405, 0.100, 0.625], [0.686, -0.521, 1.215], [0.293, -0.359, -0.322], [-0.524, 0.438, -0.635], [-0.500, -0.117, 0.566], [-0.245, 0.514, -0.139], [0.510, 0.427, 0.734], [-1.438, -0.257, -0.203], [0.671, 0.462, -0.158], [0.217, 0.834, 0.604], [-1.563, 0.302, -0.611], [-0.677, 1.599, -0.130], [0.167, 0.496, 0.487], [0.666, 1.711, 0.533]]
}

Record 2
{
  "formula": "C10H10O2S",
  "method": "ωB97M-V with the def2-TZVPD basis set",
  "de_lowest_ev": 2.158,
  "smiles": "CC(C)=C1C(=O)c2sccc2[C@H]1O",
  "energy_ha": -935.65727,
  "homo_energy_ev": -9.02,
  "homo_lumo_gap_ha": 0.33027,
  "elements": ["C", "C", "C", "C", "C", "O", "C", "S", "C", "C", "C", "C", "O", "H", "H", "H", "H", "H", "H", "H", "H", "H", "H"],
  "xyz": [[0.6770, 0.0041, 2.6980], [1.0741, 0.6044, 1.3495], [2.3172, 1.4207, 1.3224], [0.3200, 0.3004, 0.2612], [0.5209, 0.9513, -1.1150], [1.3689, 1.7756, -1.4582], [-0.4211, 0.2587, -1.9540], [-0.8305, 0.3359, -3.5901], [-2.1489, -0.6589, -3.3942], [-2.2064, -1.2152, -2.1220], [-1.1680, -0.6297, -1.1964], [-0.8361, -0.6237, 0.2656], [-0.5390, -1.8363, 0.7889], [0.4448, -1.0432, 2.5553], [1.4793, 0.2277, 3.4733], [-0.3730, 0.3368, 2.9540], [3.1183, 0.6829, 1.0987], [2.2046, 2.1103, 0.4391], [2.5746, 1.8915, 2.2953], [-2.9306, -0.7376, -4.1673], [-3.2147, -1.6618, -1.8280], [-1.6598, -0.2079, 0.9838], [0.2285, -2.2860, 0.3401]],
  "forces_ev_per_a": [[-0.210, 0.670, -0.030], [-1.115, -0.809, 0.565], [0.141, 0.225, -1.042], [1.846, 2.542, 0.164], [2.086, -0.041, 0.755], [-1.173, -0.676, 0.377], [-0.676, -1.126, 0.858], [0.956, 1.448, -0.697], [-0.995, -1.416, 1.226], [-1.291, 1.146, 1.250], [-2.545, -0.201, -3.535], [-1.312, 1.871, 0.280], [1.058, -3.450, 0.419], [0.690, -0.428, 0.291], [-1.444, -0.418, -0.775], [1.248, 0.355, 0.225], [-0.109, 0.592, 0.030], [0.719, -0.392, 1.197], [-0.406, -0.131, -0.738], [0.760, -0.213, 0.429], [1.919, 0.115, -0.094], [0.986, -0.626, -1.583], [-1.131, 0.963, 0.429]]
}